# 1
{
  "formula": "C37H41N4O2",
  "method": "ωB97M-V with the def2-TZVPD basis set",
  "elements": ["C", "C", "N", "C", "C", "C", "C", "C", "C", "C", "C", "C", "N", "C", "C", "O", "C", "C", "C", "C", "C", "C", "C", "C", "O", "H", "H", "H", "H", "H", "H", "H", "H", "H", "H", "H", "H", "H", "H", "H", "H", "H", "H", "H", "H", "H", "H", "H", "H", "H", "C", "C", "C", "C", "C", "N", "C", "C", "N", "C", "C", "C", "C", "C", "C", "C", "C", "C", "H", "H", "H", "H", "H", "H", "H", "H", "H", "H", "H", "H", "H", "H", "H", "H"],
  "xyz": [[7.21073, 2.13372, 3.58236], [6.06219, 1.13844, 3.69721], [5.39451, 0.96476, 2.41142], [4.17844, 0.26424, 2.45811], [4.02233, -1.01033, 1.87733], [2.84240, -1.71864, 2.07316], [1.69295, -1.10783, 2.67354], [0.43612, -1.79657, 2.78805], [-0.83694, -1.19371, 2.61360], [-0.98465, 0.05561, 1.92856], [-2.22241, 0.64771, 1.76301], [-3.36302, 0.07806, 2.35801], [-4.61208, 0.71284, 2.34654], [-5.02745, 1.21373, 3.65684], [-6.46680, 1.71108, 3.62333], [-6.73655, 2.52071, 2.47543], [-6.40232, 1.85824, 1.24946], [-4.91320, 1.55732, 1.19603], [-3.24997, -1.15487, 3.03522], [-2.03880, -1.80268, 3.10116], [1.86141, 0.22526, 3.17714], [3.09273, 0.85612, 3.14128], [6.27973, 0.67190, 1.28776], [7.31178, 1.78872, 1.22083], [8.04697, 1.88274, 2.44841], [6.77182, 3.15057, 3.54437], [7.88568, 2.04175, 4.44781], [6.48564, 0.17500, 4.04832], [5.33498, 1.50946, 4.42929], [4.86372, -1.46040, 1.34127], [2.76182, -2.74412, 1.70115], [0.45965, -2.86196, 3.02720], [-0.10726, 0.55522, 1.51630], [-2.30442, 1.59879, 1.23870], [-4.93136, 0.39304, 4.37922], [-4.37764, 2.05656, 3.97446], [-7.13378, 0.82660, 3.66277], [-6.65157, 2.37231, 4.48346], [-6.94080, 0.89514, 1.13284], [-6.69295, 2.56368, 0.45791], [-4.33727, 2.50159, 1.21049], [-4.68419, 0.99406, 0.28230], [-4.15393, -1.58206, 3.47302], [-1.99213, -2.79180, 3.56265], [1.00724, 0.75928, 3.59960], [3.24706, 1.83799, 3.59596], [6.78690, -0.30163, 1.42565], [5.68716, 0.66187, 0.36396], [8.07129, 1.57792, 0.45175], [6.76746, 2.72689, 0.98544], [1.91053, -10.19951, 5.82388], [2.13092, -9.52718, 4.61629], [1.91320, -8.15214, 4.52840], [1.43647, -7.44449, 5.63536], [1.18234, -5.96594, 5.55788], [-0.22617, -5.65293, 5.75958], [-0.57826, -4.67109, 6.78957], [-1.89645, -4.12587, 6.24687], [-1.78256, -4.32946, 4.78621], [-1.01239, -5.37858, 4.64501], [-0.95547, -6.31473, 3.51591], [-0.49780, -5.88774, 2.26451], [-0.38584, -6.82342, 1.23291], [-0.80999, -8.14168, 1.43107], [-1.32784, -8.54618, 2.66776], [-1.41070, -7.62980, 3.71471], [1.19906, -8.11415, 6.83654], [1.43157, -9.48839, 6.93201], [2.10211, -11.27068, 5.90048], [2.48878, -10.06768, 3.73933], [2.08676, -7.60671, 3.59844], [1.71981, -5.45522, 6.37003], [1.51218, -5.57501, 4.58199], [-0.65245, -5.13529, 7.77953], [0.19760, -3.89341, 6.81013], [-2.71096, -4.77433, 6.63208], [-2.12506, -3.08824, 6.51831], [-0.22521, -4.83620, 2.14642], [0.05160, -6.51294, 0.28166], [-0.72898, -8.86269, 0.61753], [-1.64950, -9.57832, 2.82890], [-1.81017, -7.91797, 4.69146], [0.83274, -7.54119, 7.69200], [1.24844, -9.99382, 7.87939]],
  "forces_ev_per_a": [[0.1, 0.3, -0.3], [0.5, -0.2, 0.2], [-1.0, -0.4, -0.4], [0.3, 0.3, 0.3], [-0.3, -0.2, 0.1], [-0.4, 0.2, 0.1], [0.7, 0.4, 0.0], [-0.5, 0.6, -0.3], [0.2, 0.2, 0.0], [-0.1, 0.3, 0.0], [0.6, 0.0, -0.2], [-0.7, 0.2, 0.4], [1.1, -0.6, -0.4], [0.0, 0.4, 0.2], [-0.3, 0.0, -0.2], [0.3, -0.7, -0.1], [-0.2, 0.3, 0.1], [0.0, 0.4, 0.2], [0.3, 0.0, 0.1], [0.0, -0.2, 0.0], [0.0, -0.1, -0.3], [-0.2, -0.3, -0.1], [0.3, -0.2, 0.3], [0.3, 0.0, 0.2], [-0.8, 0.0, -0.1], [0.4, -0.2, -0.1], [-0.4, 0.2, -0.2], [-0.3, 0.2, -0.1], [0.2, -0.2, -0.1], [-0.4, 0.1, 0.3], [0.0, 0.3, 0.1], [0.0, 0.1, -0.1], [-0.2, -0.2, 0.0], [0.1, -0.3, 0.1], [0.0, 0.3, -0.1], [-0.1, -0.4, -0.2], [0.0, 0.5, -0.1], [0.0, -0.4, -0.2], [0.0, 0.5, 0.1], [0.1, -0.4, 0.2], [-0.2, -0.2, 0.0], [0.0, 0.2, 0.2], [0.3, 0.0, -0.2], [0.0, 0.2, 0.0], [0.3, -0.3, 0.1], [-0.2, -0.3, -0.2], [0.0, 0.2, -0.1], [0.2, -0.1, 0.2], [-0.4, 0.2, 0.2], [0.4, -0.2, 0.2], [-0.2, 0.3, -0.1], [0.1, 0.0, 0.2], [-0.2, 0.1, 0.3], [0.4, -0.5, -0.1], [0.0, -0.2, 0.1], [-0.8, -0.2, 0.2], [0.4, 0.2, -0.1], [0.2, -0.1, 0.0], [-0.5, -1.8, -0.2], [-0.2, 1.7, 1.5], [-0.2, 0.1, -0.8], [0.0, -0.6, 0.3], [0.0, 0.1, 0.0], [0.1, 0.1, 0.1], [0.0, 0.2, 0.0], [0.3, 0.2, -0.1], [0.1, -0.3, -0.2], [0.1, 0.2, -0.1], [-0.1, 0.3, 0.0], [-0.1, 0.1, 0.3], [0.0, -0.2, 0.2], [0.0, -0.1, -0.4], [0.1, 0.0, 0.3], [0.0, 0.1, -0.2], [0.0, 0.0, 0.1], [0.2, 0.4, -0.4], [0.2, -0.2, -0.1], [0.0, -0.4, -0.2], [-0.3, -0.2, 0.2], [0.0, 0.2, 0.2], [0.1, 0.4, -0.1], [0.2, 0.1, -0.3], [0.1, -0.3, -0.2], [0.1, 0.0, -0.2]],
  "mulliken_charge": [-0.598, -0.429, 0.235, 0.265, -0.301, -0.948, 0.003, -0.037, 0.657, -0.941, -0.579, 0.307, 0.228, -0.418, -0.581, -0.359, -0.802, -0.472, -0.738, -0.523, -0.610, -0.515, -0.595, -0.796, -0.354, 0.331, 0.316, 0.251, 0.389, 0.380, 0.450, 0.389, 0.548, 0.375, 0.387, 0.244, 0.338, 0.314, 0.364, 0.365, 0.336, 0.415, 0.557, 0.707, 0.516, 0.468, 0.373, 0.458, 0.365, 0.346, -0.507, -0.621, -0.183, 0.693, -1.098, 0.503, -0.685, -0.744, -0.401, -0.459, 0.688, -0.020, -0.762, -0.517, -0.687, -0.312, -0.469, -0.568, 0.389, 0.394, 0.296, 0.697, 0.199, 0.272, 0.442, 0.321, 0.358, 0.370, 0.408, 0.390, 0.405, 0.426, 0.316, 0.380],
  "total_charge": 1,
  "e_homo_ha": -0.386,
  "de_lowest_kcal_mol": 23.2,
  "gap_ev": 5.6343
}

# 2
{
  "formula": "C3H15NO3",
  "method": "ωB97M-V with the def2-TZVPD basis set",
  "elements": ["C", "N", "C", "C", "H", "H", "H", "H", "H", "H", "H", "H", "H", "H", "H", "O", "H", "H", "O", "H", "H", "O"],
  "xyz": [[-1.11063, -0.83898, -0.21273], [-2.58420, -0.69992, -0.23724], [-2.92878, 0.39240, 0.70057], [-3.16412, -0.36870, -1.53739], [-0.66481, 0.09321, -0.58192], [-0.87111, -1.68030, -0.85390], [-0.88854, -1.10338, 0.80968], [-2.37951, 0.24572, 1.62462], [-2.71136, 1.37784, 0.28141], [-4.01606, 0.41204, 0.82694], [-4.20812, -0.11535, -1.44739], [-2.82499, -1.17225, -2.20846], [-2.54421, 0.41724, -2.01866], [2.20904, -1.99152, -1.61231], [2.09020, -0.64044, -1.08740], [2.61355, -1.42134, -0.93385], [1.17151, 1.76664, 3.13630], [2.16695, 1.12232, 2.20113], [1.40477, 1.69689, 2.19700], [4.61990, 0.32252, 0.39255], [4.05131, 0.49582, -0.92210], [4.18651, 1.00633, -0.13990]],
  "forces_ev_per_a": [[-2.0, -0.2, -0.8], [-0.3, 1.0, 1.0], [-0.5, -0.6, -0.8], [3.1, -0.6, -0.3], [0.5, -0.1, 0.3], [0.4, -0.1, -0.2], [0.6, 0.2, 0.2], [-0.3, 0.1, 0.2], [0.5, 0.2, 0.0], [0.1, -0.2, 0.4], [-0.2, -0.2, -0.4], [-1.3, -0.4, 0.0], [-0.7, 0.8, 0.3], [0.5, -0.2, 0.4], [-0.2, 0.9, 0.4], [-0.3, -0.7, -0.8], [0.0, 0.0, -0.4], [0.4, -0.2, -0.2], [-0.4, 0.2, 0.6], [0.0, 0.4, 0.2], [-0.4, -0.3, -1.2], [0.5, -0.1, 1.0]],
  "nbo_charge": [-0.420, -0.420, -0.423, -0.426, 0.166, 0.189, 0.210, 0.200, 0.164, 0.194, 0.211, 0.198, 0.156, 0.469, 0.470, -0.938, 0.464, 0.471, -0.934, 0.465, 0.468, -0.933],
  "e_homo_ha": -0.311,
  "smiles": "CN(C)C.O.O.O",
  "de_lowest_kcal_mol": 42.0,
  "gap_ev": 9.0183
}

# 3
{
  "formula": "C28H26F4N2O2",
  "method": "ωB97M-V with the def2-TZVPD basis set",
  "elements": ["F", "C", "C", "F", "C", "O", "C", "F", "C", "F", "C", "O", "C", "C", "C", "C", "C", "C", "N", "C", "C", "N", "C", "C", "C", "C", "C", "C", "C", "C", "C", "C", "C", "C", "C", "C", "H", "H", "H", "H", "H", "H", "H", "H", "H", "H", "H", "H", "H", "H", "H", "H", "H", "H", "H", "H", "H", "H", "H", "H", "H", "H"],
  "xyz": [[-0.28533, 1.43229, 2.79557], [-1.06475, 2.37089, 2.17922], [-1.23003, 3.51014, 2.90158], [-0.55110, 3.68317, 4.04751], [-2.11764, 4.57848, 2.48766], [-2.13589, 5.70873, 2.99334], [-3.05096, 4.13643, 1.45557], [-4.09390, 4.94664, 1.21344], [-2.87505, 2.99452, 0.74958], [-3.77639, 2.63270, -0.18533], [-1.69991, 2.16915, 0.90359], [-1.34592, 1.41752, -0.06904], [5.22015, 3.59227, -0.12224], [4.28434, 2.41845, -0.07992], [4.58065, 1.32053, 0.72774], [3.78079, 0.17500, 0.73105], [4.15363, -0.92241, 1.67135], [2.67014, 0.12316, -0.12741], [1.85302, -1.04705, -0.18163], [0.48437, -1.02254, -0.00966], [-0.20418, -0.03127, 0.66917], [0.03899, -2.31305, -0.22180], [-1.33230, -2.56917, -0.56929], [-1.68022, -2.56121, -1.92931], [-0.65281, -2.47973, -3.01144], [-3.03316, -2.56479, -2.27887], [-4.02987, -2.54673, -1.30433], [-5.46856, -2.44363, -1.71852], [-3.66130, -2.61785, 0.04105], [-2.31817, -2.63922, 0.42721], [-1.98783, -2.75800, 1.88140], [1.13312, -3.10826, -0.54294], [2.24354, -2.34568, -0.46930], [2.32818, 1.23743, -0.92064], [1.17265, 1.23058, -1.86906], [3.12276, 2.38674, -0.85497], [4.80430, 4.40777, -0.72225], [5.42756, 3.97495, 0.88463], [6.18881, 3.30768, -0.55616], [5.45968, 1.37051, 1.37738], [3.38107, -1.68219, 1.78375], [5.08247, -1.41410, 1.35157], [4.36240, -0.50476, 2.66601], [-1.10949, -0.34379, 1.18670], [0.43685, 0.75739, 1.02650], [-1.16413, -2.63154, -3.96860], [-0.15423, -1.50033, -3.06788], [0.11851, -3.25168, -2.92456], [-3.31028, -2.55132, -3.33641], [-6.12747, -2.47509, -0.84595], [-5.65770, -1.50184, -2.25190], [-5.74941, -3.25870, -2.39862], [-4.43493, -2.65477, 0.81178], [-2.91351, -3.00307, 2.41368], [-1.26945, -3.55762, 2.08777], [-1.60420, -1.83638, 2.32869], [1.02516, -4.15681, -0.77824], [3.28059, -2.61193, -0.62624], [1.27088, 2.08875, -2.54674], [1.12473, 0.32230, -2.48445], [0.20835, 1.35535, -1.36056], [2.85237, 3.25699, -1.46027]],
  "forces_ev_per_a": [[-0.4, 0.5, -0.5], [1.2, 0.6, 1.4], [0.5, -0.3, 0.1], [-0.3, -0.1, -0.4], [-0.3, 1.3, 0.5], [-0.1, -1.4, -0.5], [-0.4, 0.1, -0.4], [0.3, -0.3, -0.1], [-1.1, 0.1, 0.0], [0.6, 0.3, 0.3], [-0.4, -0.9, -1.0], [-0.4, 1.9, 0.5], [0.1, 0.3, 0.1], [-0.1, -0.2, 0.1], [-0.2, 0.1, -0.3], [-0.1, 0.4, -0.2], [0.3, -0.4, 0.5], [0.4, 0.5, 0.1], [-0.2, 0.3, -0.3], [0.0, -0.3, 1.5], [0.2, -1.4, 0.2], [0.0, 0.0, -0.7], [-0.6, 0.2, -0.1], [-0.4, 0.2, 0.3], [0.1, 0.0, -0.6], [0.3, -0.1, 0.3], [0.2, -0.1, 0.1], [-0.3, 0.0, 0.0], [0.1, 0.0, -0.4], [0.1, 0.0, -0.4], [-0.2, -0.1, 0.5], [0.2, -0.1, 0.2], [0.1, -0.2, -0.4], [0.3, 0.0, 0.1], [-0.5, 0.3, -0.4], [0.2, -0.4, 0.1], [0.1, -0.1, 0.1], [-0.1, 0.0, -0.2], [-0.2, 0.0, 0.0], [-0.3, -0.1, -0.2], [0.0, 0.1, 0.0], [-0.2, 0.0, 0.0], [-0.1, -0.1, -0.2], [0.6, 0.2, -0.2], [-0.2, -0.3, 0.0], [0.2, 0.0, 0.1], [-0.1, -0.2, 0.2], [-0.1, 0.2, 0.0], [0.1, 0.0, 0.3], [0.0, 0.0, -0.2], [0.1, -0.2, 0.2], [0.1, 0.1, 0.2], [0.2, 0.0, -0.2], [0.2, 0.0, 0.0], [0.0, 0.2, -0.1], [0.1, -0.1, -0.1], [0.0, 0.2, 0.1], [-0.3, 0.1, 0.0], [0.0, -0.3, 0.1], [0.1, 0.1, 0.2], [0.3, -0.2, -0.1], [0.1, -0.3, 0.1]],
  "nbo_charge": [-0.310, 0.259, 0.260, -0.290, 0.358, -0.527, 0.216, -0.293, 0.345, -0.301, 0.239, -0.480, -0.632, 0.013, -0.216, -0.007, -0.645, 0.155, -0.403, 0.438, -0.436, -0.413, 0.159, 0.004, -0.640, -0.213, 0.017, -0.632, -0.216, -0.004, -0.638, -0.057, -0.071, -0.001, -0.655, -0.215, 0.218, 0.224, 0.223, 0.210, 0.222, 0.223, 0.232, 0.229, 0.230, 0.223, 0.226, 0.220, 0.210, 0.217, 0.229, 0.222, 0.212, 0.221, 0.225, 0.225, 0.237, 0.240, 0.221, 0.211, 0.270, 0.213],
  "e_homo_ha": -0.222,
  "smiles": "C=C1N(c2c(C)cc(C)cc2C)C=CN1c1c(C)cc(C)cc1C.O=C1C(F)=C(F)C(=O)C(F)=C1F",
  "de_lowest_kcal_mol": 13.2,
  "gap_ev": 4.1990
}